Record 1
82
Properties=species:S:1:pos:R:3:forces:R:3:mulliken_charge:R:1 method="wB97M-V/def2-TZVPD" total_energy_ev=-85878.0368 total_charge=+2
C 0.458089 -4.353416 3.349102 0.319 -0.373 0.847 -0.597
C 1.395549 -3.846668 2.782639 0.375 0.030 0.187 -0.472
C 2.532554 -3.213496 2.136094 -0.185 0.231 -0.013 -0.114
C 2.103621 -2.542988 0.793396 0.039 -0.469 -0.348 0.080
C 3.126347 -2.762587 -0.322475 -0.333 -0.789 0.194 -0.475
C 3.039555 -4.207909 -0.809028 0.773 0.134 -0.352 -0.769
O 4.134195 -4.370527 -1.705155 -0.090 0.106 -0.007 -0.510
O 1.600934 -1.235754 0.971426 0.136 -0.228 0.079 -0.436
C 2.449536 -0.106987 1.127458 0.380 1.068 0.187 1.100
C 3.795533 -0.315574 1.816820 -0.144 0.105 0.074 -2.431
C 1.646714 0.892848 2.008082 -0.315 -1.222 0.801 -0.644
C 0.926877 0.169468 3.146401 -0.131 -0.255 -1.128 -0.016
C -0.507745 -0.093876 2.988387 0.448 0.429 0.823 -0.523
O -0.010427 0.939587 3.862492 0.018 0.047 -0.006 -0.559
C 2.659494 0.660209 -0.207407 -0.885 -0.106 -0.078 -0.783
C 1.341129 0.719937 -1.007272 -0.046 0.244 -0.187 -0.178
C 0.797703 2.139050 -1.267493 -0.396 -0.253 -0.120 -1.466
C -0.636955 2.341642 -0.767035 0.311 -0.311 -0.435 0.152
S -1.862589 1.847078 -2.052754 -0.553 0.234 0.310 -0.193
C -2.868322 0.709306 -1.176957 0.931 0.439 -0.623 -0.579
S -2.334407 -0.625013 -0.444783 -0.315 -0.073 0.209 0.243
N -4.256247 1.105993 -1.155338 0.167 -1.713 1.903 0.803
C -5.172274 0.159392 -1.505533 -0.213 0.394 -0.668 1.036
C -6.463680 0.097887 -0.919292 -0.228 0.390 0.093 -0.213
C -7.327776 -0.878779 -1.299596 -0.293 -0.283 -0.073 -0.901
C -6.965734 -1.830611 -2.267087 0.094 0.012 -0.096 -0.324
C -5.711808 -1.767430 -2.879436 -0.014 -0.219 -0.030 -0.909
C -4.836937 -0.792797 -2.519410 0.557 0.361 0.139 -0.113
C -4.557811 2.036765 -0.102558 -0.481 0.872 -0.841 -0.459
C -5.472516 3.052265 -0.403289 -0.148 -0.153 -0.135 0.048
C -5.825625 3.962251 0.565763 -0.174 0.260 0.424 -0.684
C -5.279136 3.881949 1.840144 0.304 -0.322 -0.049 -0.503
C -4.345308 2.882961 2.122448 -0.226 0.201 0.070 -0.874
C -3.981261 1.969140 1.159476 0.513 -0.185 -0.039 0.158
O 3.689831 0.070382 -1.001018 0.122 0.202 0.516 0.277
C 4.636364 0.895256 -1.603362 0.118 -0.304 -0.746 -0.724
I 5.652687 -0.426714 -3.000288 -0.103 0.023 0.220 0.161
C 4.076088 2.090170 -2.387736 0.394 -0.046 -0.231 -1.143
C 3.252133 1.739668 -3.538018 -0.473 -0.105 -0.145 -0.654
C 2.558716 1.508634 -4.490787 0.209 0.370 0.340 0.294
C 5.716001 1.402875 -0.627556 0.163 -0.028 -0.663 0.995
F 5.243852 2.410441 0.121561 -0.369 0.181 0.512 -0.270
F 6.159293 0.449183 0.168271 0.032 -0.372 0.474 -0.218
F 6.761731 1.891582 -1.288109 0.221 0.268 -0.211 -0.266
H -0.300264 -4.835638 3.928940 -0.776 -0.012 -0.367 0.665
H 3.315202 -3.947571 1.955872 0.009 -0.115 -0.027 0.613
H 2.932374 -2.481072 2.832245 0.103 0.085 -0.089 0.150
H 1.231135 -3.114627 0.470326 -0.236 0.204 -0.019 0.790
H 4.153500 -2.630547 0.006248 0.092 0.403 -0.124 0.081
H 2.887076 -2.149647 -1.184524 0.218 0.351 0.091 0.114
H 3.169049 -4.914445 0.014980 -0.348 -0.106 0.101 0.304
H 2.103969 -4.383727 -1.343762 -0.221 -0.078 0.218 0.402
H 4.053441 -5.212951 -2.159596 0.026 -0.073 -0.008 0.337
H 4.469562 -0.989546 1.304207 -0.046 -0.200 0.019 0.089
H 4.288372 0.653341 1.846581 0.071 0.062 -0.070 0.657
H 3.663580 -0.593834 2.860000 0.045 -0.190 0.036 0.674
H 0.858663 1.365067 1.427019 0.130 0.405 -0.042 -0.183
H 2.324474 1.609276 2.466501 -0.016 0.323 -0.312 0.678
H 1.500134 -0.580093 3.688363 0.003 0.271 0.299 0.569
H -0.992775 0.294942 2.100122 -0.180 -0.196 -0.095 -0.078
H -0.962284 -0.895217 3.554531 -0.189 -0.205 -0.329 0.454
H 2.894356 1.683099 0.086274 0.475 -0.016 0.013 0.989
H 1.516757 0.226573 -1.960441 0.050 -0.065 -0.042 0.812
H 0.569838 0.141175 -0.505412 0.055 -0.153 0.098 0.266
H 0.801061 2.305614 -2.343909 0.203 0.320 -0.029 0.441
H 1.403532 2.921089 -0.811739 0.139 -0.009 0.054 0.526
H -0.858540 1.728201 0.101374 -0.011 0.101 0.171 -0.658
H -0.856367 3.387031 -0.572451 -0.088 0.069 0.073 0.680
H -6.783258 0.798500 -0.164931 0.221 0.091 0.126 0.430
H -8.300510 -0.929906 -0.836171 -0.080 -0.058 0.040 0.438
H -7.651458 -2.615126 -2.550275 -0.126 -0.019 0.025 0.449
H -5.417066 -2.480742 -3.632000 -0.107 -0.103 -0.090 0.438
H -3.865630 -0.724000 -2.984030 0.014 0.023 -0.195 0.515
H -5.897869 3.139637 -1.392833 0.066 -0.096 -0.131 0.523
H -6.541926 4.741431 0.355609 -0.031 0.047 -0.165 0.443
H -5.564502 4.576974 2.614066 -0.052 0.109 0.007 0.447
H -3.911067 2.793595 3.106401 -0.003 0.051 0.100 0.465
H -3.261582 1.206986 1.416395 -0.015 -0.157 -0.067 0.405
H 4.938345 2.639361 -2.769282 0.042 0.107 0.048 0.650
H 3.552300 2.779639 -1.725087 -0.109 -0.036 0.077 0.365
H 1.964113 1.427531 -5.366782 -0.007 -0.213 -0.092 0.459
Pd 1.087001 -5.300294 5.437856 0.173 0.291 -0.478 0.251

---

Record 2
74
Properties=species:S:1:pos:R:3:forces:R:3:mulliken_charge:R:1 method="wB97M-V/def2-TZVPD" total_energy_ev=-40776.6135 total_charge=+1 relative_energy_kj_mol=0.00
C 2.544778 -2.083516 -2.848740 -0.055 0.673 0.012 -1.023
N 3.007345 -0.705209 -2.817609 0.556 0.586 0.005 0.247
C 2.161260 0.421544 -2.799391 1.291 -0.018 -0.104 0.573
C 0.818150 0.422494 -2.784673 0.036 -0.007 0.165 -1.653
N 3.009625 1.546909 -2.813718 0.554 -0.533 0.005 0.253
C 2.549178 2.925509 -2.866007 -0.011 -0.730 -0.024 -0.985
C 4.357281 1.122221 -2.849734 -0.491 -0.312 -0.006 0.976
C 4.355720 -0.283753 -2.850785 -0.563 0.322 -0.001 0.944
C 5.550528 -0.989129 -2.885243 -0.836 -0.077 0.051 -0.944
C 6.735901 -0.280317 -2.917783 0.275 0.427 0.006 -0.654
C 6.737767 1.111544 -2.916895 0.284 -0.422 0.002 -0.678
C 5.554566 1.823998 -2.883667 -0.860 0.075 0.049 -0.913
H 3.387751 -2.770046 -2.907410 0.007 0.185 0.005 0.327
H 1.975587 -2.298185 -1.945150 -0.084 -0.117 0.069 0.297
H 1.905735 -2.236407 -3.717714 -0.061 -0.089 -0.046 0.346
H 0.269354 1.339203 -2.779973 -0.142 0.377 -0.087 0.290
H 0.267094 -0.492966 -2.776052 -0.156 -0.347 -0.025 0.287
H 3.393949 3.610226 -2.920380 -0.005 -0.177 0.023 0.321
H 1.922886 3.069825 -3.745629 -0.071 0.092 -0.054 0.352
H 1.966984 3.151613 -1.973532 -0.080 0.137 0.081 0.260
H 5.542124 -2.064229 -2.886616 0.091 -0.263 -0.015 0.301
H 7.673199 -0.813178 -2.944017 0.085 -0.060 -0.012 0.399
H 7.676678 1.641658 -2.942612 0.082 0.061 -0.010 0.397
H 5.549513 2.899173 -2.882956 0.097 0.262 -0.013 0.311
C 0.349890 -3.277245 4.623941 -0.114 0.402 0.084 -0.822
C 1.883239 -3.246400 4.472223 0.358 0.258 -0.381 -0.671
N 2.336081 -2.043446 3.752861 -1.659 0.625 -1.054 -0.060
C 3.649343 -1.368413 3.842314 -0.560 -0.317 0.074 -0.732
C 3.551499 -0.223149 2.799671 0.226 0.189 -0.158 -0.717
C 2.130822 -0.281147 2.292501 -0.258 0.317 -0.186 0.037
C 1.423112 0.530942 1.448363 0.338 -0.525 0.473 -0.617
C 0.058187 0.243212 1.168682 -0.472 0.117 -0.456 0.651
C -0.666989 1.137782 0.343559 -0.447 -0.565 0.431 -0.475
C -2.066887 1.232608 0.155779 0.524 -0.047 0.427 0.383
C -2.556460 2.030017 -0.916099 -0.826 -0.013 -0.092 -0.754
C -3.901530 2.092822 -1.160416 0.458 -0.087 0.024 0.054
C -4.779917 1.341294 -0.361417 -1.747 0.236 -1.143 0.522
N -6.080032 1.446816 -0.818820 1.748 -0.547 1.044 -0.079
C -7.170354 0.708033 -0.160117 0.216 0.485 -0.126 -0.667
C -6.648500 -0.520726 0.610974 0.311 -0.173 -0.235 -0.822
C -5.366561 -0.263549 1.446405 -0.367 0.019 0.428 -0.780
C -4.352270 0.572165 0.721470 0.126 -0.379 0.057 -0.555
C -3.005887 0.569778 0.998556 -0.415 0.387 -0.443 -0.855
C -6.152748 2.276259 -2.040979 -0.028 -0.422 0.443 -0.758
C -4.708181 2.814809 -2.212229 0.157 0.253 -0.155 -0.726
C -0.519852 -0.935762 1.721960 0.667 -0.003 0.132 -1.048
C 0.167158 -1.731888 2.605664 -0.319 0.062 0.169 -0.655
C 1.490619 -1.385388 2.880024 1.507 -0.575 1.301 0.631
C -0.434229 -2.893425 3.341426 -0.078 -0.558 -0.008 -0.823
H 0.033538 -4.266382 4.981020 0.182 0.199 -0.215 0.382
H 0.067572 -2.582536 5.423489 0.099 0.031 -0.138 0.331
H 2.383156 -3.265024 5.446443 -0.207 0.016 -0.059 0.419
H 2.237271 -4.124725 3.923225 -0.064 -0.066 0.010 0.285
H 3.776492 -0.997956 4.863719 0.132 0.012 -0.088 0.348
H 4.445847 -2.086327 3.624961 -0.022 0.177 0.004 0.366
H 3.779063 0.759144 3.230692 0.014 -0.275 -0.019 0.375
H 4.246095 -0.383947 1.968797 -0.013 0.019 0.160 0.305
H 1.887546 1.404548 1.028117 0.063 0.263 -0.221 0.550
H -0.074477 1.838375 -0.220780 0.200 0.196 -0.127 0.427
H -1.871149 2.553129 -1.557864 0.305 0.134 -0.120 0.527
H -7.690602 1.396246 0.513242 -0.020 -0.048 0.067 0.285
H -7.893782 0.418867 -0.929375 0.118 -0.112 0.120 0.417
H -7.444661 -0.921122 1.252848 0.184 0.271 -0.127 0.377
H -6.436972 -1.318730 -0.110475 0.058 0.167 0.000 0.336
H -5.619766 0.220150 2.395183 -0.136 0.033 -0.043 0.337
H -4.899462 -1.218310 1.722897 -0.233 0.134 -0.100 0.369
H -2.673666 0.093625 1.902755 0.014 -0.087 0.076 1.384
H -6.459531 1.635708 -2.872367 -0.019 0.135 -0.054 0.360
H -6.897062 3.066392 -1.907754 0.133 -0.045 -0.100 0.371
H -4.666023 3.893308 -2.026678 -0.076 -0.123 -0.086 0.297
H -4.303101 2.640689 -3.216295 -0.220 0.030 0.188 0.383
H -1.495889 -1.252398 1.403688 -0.115 -0.056 -0.006 1.368
H -0.499596 -3.751128 2.664792 0.102 -0.077 0.061 0.336
H -1.473331 -2.646564 3.595713 0.231 -0.112 0.091 0.375